Entry 1:
# C5H6F4N2O

An isolated molecule of C5H6F4N2O (the ωB97M-V functional and the def2-TZVPD basis, the OMol25 dataset).

Net charge: 0
Orbital gap (eV): 11.44
Energy above the lowest of the compared OMol25 structures with the same formula, charge and spin (kJ/mol): 383.0

Last column: Mulliken charge in e.
Positions of all 18 atoms, in Å:
C 1.055780 1.572060 -1.100563  -1.007
C 1.611547 0.413752 -0.330958  -0.338
O 0.727534 -0.144717 0.718806  -0.369
C -0.535340 -0.727102 0.354697  1.312
C -0.666745 -1.357856 -0.994060  -0.308
N -0.477851 -1.795285 -2.040165  -0.431
N -0.742726 -1.837367 1.293568  -0.530
F -0.299858 -1.567592 2.615843  -0.190
C -1.614974 0.338443 0.597718  0.694
F -2.761923 -0.005979 -0.000624  -0.286
F -1.860413 0.527776 1.871182  -0.254
F -1.279666 1.526733 0.101332  -0.246
H 1.921043 2.055278 -1.582037  0.373
H 0.174062 1.270737 -1.630561  0.334
H 0.672653 2.408355 -0.486363  0.266
H 2.424768 0.608781 0.410775  0.312
H 1.884483 -0.547357 -0.943659  0.334
H -0.232374 -2.738661 1.145070  0.333

Forces on atoms 1 to 3 (eV/Å):
0.83 1.19 1.12
0.39 -2.68 1.63
-1.38 -0.08 -1.60

=====

Entry 2:
# C5H6FNO

A cluster of 2 separate species, C5H6FNO in total (the ωB97M-V functional and the def2-TZVPD basis, the OMol25 dataset).

Net charge: 0
Orbital gap (eV): 9.78
Energy above the lowest of the compared OMol25 structures with the same formula, charge and spin (kJ/mol): 660.7

Last column: Mulliken charge in e.
Positions of all 14 atoms, in Å:
C 0.930420 0.660987 -1.619830  -0.667
C -0.034528 0.187303 -2.578998  0.185
N -0.645557 -0.265826 -3.432277  0.579
O -1.402408 -0.856519 -4.164499  -0.675
H 1.371090 1.571054 -1.995321  0.257
H 0.527133 0.711345 -0.527155  0.072
H 1.629539 -0.206851 -1.585694  0.216
C 0.237397 -0.770261 2.905609  -1.020
C -0.587892 -0.009569 1.933968  0.214
C -1.354055 0.615309 1.234327  0.302
F -2.125281 1.338542 0.481674  -0.252
H 0.518403 -0.075339 3.658380  0.257
H -0.183991 -1.775231 3.337479  0.256
H 1.119729 -1.124945 2.352336  0.275

Forces on atoms 1 to 3 (eV/Å):
-0.01 -1.47 1.90
-0.10 0.68 0.22
-0.81 -0.79 0.38